Record 1
Computed, not measured: a structure of composition C25H56BFIN4NbO3, with the ωB97M-V functional and the def2-TZVPD basis.

The geometry in ORCA input format:
```
! RIJCOSX wB97M-V def2-TZVPD def2/J DEFGRID3
* xyz 0 1
N -0.57 0.98 2.23
C -0.49 0.11 1.47
O -0.51 -0.68 0.48
Nb -2.34 -1.72 0.17
C -4.26 -2.87 -0.18
C -4.24 -4.35 0.25
C -3.75 -5.25 -0.88
N -3.33 -6.58 -0.40
C -1.15 -3.66 0.58
C 0.37 -3.41 0.73
C 1.06 -4.77 0.86
F 2.44 -4.67 0.84
C -3.49 0.17 -0.30
C -2.63 1.42 -0.66
C -2.81 2.56 0.37
I -3.55 4.38 -0.57
C -2.98 -1.55 2.33
C -2.08 -2.26 3.38
C -1.97 -1.44 4.70
C -0.52 -1.32 5.25
C -0.14 0.12 5.66
N 0.53 0.13 6.98
C -1.88 -2.09 -2.07
B -1.00 -0.98 -2.71
O 0.34 -0.67 -2.39
O -1.60 -0.17 -3.68
H -5.08 -2.37 0.34
H -4.48 -2.81 -1.25
H -3.69 -4.54 1.18
H -5.27 -4.65 0.45
H -2.98 -4.75 -1.47
H -4.59 -5.41 -1.57
H -3.58 -7.28 -1.08
H -2.32 -6.61 -0.37
H -1.24 -4.31 -0.30
H -1.51 -4.20 1.46
H 0.78 -2.93 -0.16
H 0.60 -2.84 1.63
H 0.74 -5.25 1.79
H 0.72 -5.42 0.05
H -4.18 0.35 0.53
H -4.13 -0.06 -1.16
H -2.98 1.80 -1.61
H -1.57 1.20 -0.79
H -1.89 2.84 0.87
H -3.54 2.33 1.13
H -3.99 -1.98 2.41
H -3.11 -0.48 2.53
H -2.46 -3.25 3.59
H -1.06 -2.31 2.99
H -2.36 -0.44 4.57
H -2.57 -1.92 5.48
H -0.44 -1.90 6.17
H 0.21 -1.67 4.52
H 0.52 0.57 4.92
H -1.02 0.76 5.74
H 0.61 1.08 7.32
H 1.48 -0.20 6.88
H -2.82 -2.16 -2.61
H -1.34 -3.04 -2.17
H 0.32 0.17 -1.93
H -0.95 0.42 -4.06
C 3.19 1.16 -0.67
C 2.27 2.38 -0.66
C 1.85 2.90 -2.04
C 2.93 3.20 -3.07
N 3.61 4.55 -2.99
C 4.30 4.82 -1.69
C 5.57 4.00 -1.76
C 6.02 4.19 -3.21
C 4.76 4.55 -4.00
C 2.64 5.63 -3.31
H 4.01 1.24 -1.39
H 3.63 1.02 0.31
H 2.63 0.25 -0.91
H 2.72 3.16 -0.05
H 1.36 2.10 -0.13
H 1.19 3.76 -1.92
H 1.23 2.12 -2.50
H 2.47 3.19 -4.07
H 3.71 2.44 -3.08
H 4.53 5.89 -1.68
H 3.64 4.61 -0.86
H 5.36 2.95 -1.55
H 6.31 4.34 -1.03
H 6.51 3.30 -3.60
H 6.74 5.01 -3.28
H 4.52 3.85 -4.79
H 4.82 5.55 -4.42
H 1.87 5.66 -2.55
H 2.20 5.43 -4.29
H 3.17 6.58 -3.33
*
```

Output
orbital gap	5.8	eV
LUMO energy	-0.95	eV
HOMO	-6.72	eV

In the Mulliken picture, each atom carries the following charge in e: number 1, N, carries -0.721; number 2, C, carries 0.609; number 3, O, carries -0.143; number 4, Nb, carries -1.174; number 5, C, carries -0.779; number 6, C, carries -0.730; number 7, C, carries -0.416; number 8, N, carries -0.735; number 9, C, carries -0.677; number 10, C, carries 0.200; number 11, C, carries -0.618; number 12, F, carries -0.358; number 13, C, carries -1.413; number 14, C, carries 0.573; number 15, C, carries -1.254; number 16, I, carries -0.101; number 17, C, carries -0.928; number 18, C, carries 0.371; number 19, C, carries -1.091; number 20, C, carries -0.438; number 21, C, carries -0.424; number 22, N, carries -0.697; number 23, C, carries -0.754; number 24, B, carries 0.724; number 25, O, carries -0.552; number 26, O, carries -0.569; number 27, H, carries 0.605; number 28, H, carries 0.538; number 29, H, carries 0.233; number 30, H, carries 0.473; number 31, H, carries 0.094; number 32, H, carries 0.547; number 33, H, carries 0.251; number 34, H, carries 0.236; number 35, H, carries 0.555; number 36, H, carries 0.519; number 37, H, carries 0.041; number 38, H, carries 0.047; number 39, H, carries 0.347; number 40, H, carries 0.279; number 41, H, carries 0.689; number 42, H, carries 0.464; number 43, H, carries 0.779; number 44, H, carries -0.720; number 45, H, carries 0.482; number 46, H, carries 0.468; number 47, H, carries 0.575; number 48, H, carries 0.515; number 49, H, carries 0.542; number 50, H, carries -0.649; number 51, H, carries 0.329; number 52, H, carries 0.377; number 53, H, carries 0.398; number 54, H, carries 0.292; number 55, H, carries 0.220; number 56, H, carries 0.377; number 57, H, carries 0.221; number 58, H, carries 0.225; number 59, H, carries 0.203; number 60, H, carries 0.301; number 61, H, carries -0.022; number 62, H, carries 0.263; number 63, C, carries -1.370; number 64, C, carries -0.186; number 65, C, carries -0.186; number 66, C, carries -1.077; number 67, N, carries 0.289; number 68, C, carries -0.610; number 69, C, carries -0.334; number 70, C, carries -0.649; number 71, C, carries -0.457; number 72, C, carries -1.075; number 73, H, carries 0.366; number 74, H, carries 0.359; number 75, H, carries 0.225; number 76, H, carries 0.424; number 77, H, carries 0.184; number 78, H, carries 0.264; number 79, H, carries 0.002; number 80, H, carries 0.363; number 81, H, carries 0.543; number 82, H, carries 0.515; number 83, H, carries 0.262; number 84, H, carries 0.032; number 85, H, carries 0.513; number 86, H, carries 0.361; number 87, H, carries 0.301; number 88, H, carries 0.295; number 89, H, carries 0.379; number 90, H, carries 0.394; number 91, H, carries 0.397; number 92, H, carries 0.476


Record 2
Computed, not measured: a cluster of 3 separate species, C4H12NO7 in total, with the ωB97M-V functional and the def2-TZVPD basis.

The geometry in ORCA input format:
```
! RIJCOSX wB97M-V def2-TZVPD def2/J DEFGRID3
* xyz 1 1
C -0.71 -1.05 1.61
C 3.15 -0.65 -0.10
C -0.23 0.88 0.12
C -2.21 -0.64 -0.42
N -0.99 -0.13 0.45
O 4.27 -1.12 0.33
O 2.72 0.44 0.28
O 1.64 2.96 -0.46
O -0.46 1.68 -0.88
O -2.31 -1.98 -0.41
O -2.01 -0.13 -1.77
O -3.31 -0.06 0.17
H -1.53 -1.12 2.23
H -0.65 -2.09 1.10
H 0.21 -0.73 1.99
H 2.58 -1.38 -0.85
H 0.66 1.04 0.71
H 4.69 -0.63 1.12
H 1.92 3.40 -1.29
H 2.18 2.18 -0.37
H 0.36 2.28 -0.85
H -3.03 -2.26 -0.99
H -2.87 -0.19 -2.26
H -4.03 -0.70 0.54
*
```

Output
orbital gap	12.1	eV
LUMO energy	-2.62	eV
HOMO	-14.70	eV
energy relative to the best compared isomer or geometry (same formula, charge and spin)	19.7	kcal per mole

In the Mulliken picture, each atom carries the following charge in e: number 1, C, carries -0.939; number 2, C, carries 0.330; number 3, C, carries -0.015; number 4, C, carries 0.539; number 5, N, carries 0.104; number 6, O, carries -0.418; number 7, O, carries -0.664; number 8, O, carries -0.691; number 9, O, carries -0.456; number 10, O, carries -0.495; number 11, O, carries -0.482; number 12, O, carries -0.510; number 13, H, carries 0.317; number 14, H, carries 0.325; number 15, H, carries 0.371; number 16, H, carries 0.294; number 17, H, carries 0.521; number 18, H, carries 0.397; number 19, H, carries 0.383; number 20, H, carries 0.428; number 21, H, carries 0.547; number 22, H, carries 0.370; number 23, H, carries 0.358; number 24, H, carries 0.385


Record 3
Computed, not measured: a structure of composition C33H40N4P2STc, with the ωB97M-V functional and the def2-TZVPD basis.

The geometry in ORCA input format:
```
! RIJCOSX wB97M-V def2-TZVPD def2/J DEFGRID3
* xyz 2 4
Tc 1.45 -1.85 0.54
C 1.88 -2.87 -1.37
C 1.93 -1.46 -1.52
C 0.78 -0.72 -2.15
C -0.50 -0.66 -1.30
C -0.53 -1.43 0.00
C -0.47 -2.85 0.08
C -0.51 -3.73 -1.14
C 0.75 -3.68 -1.98
C 1.20 -3.02 2.24
H 2.83 -3.39 -1.48
H 2.90 -1.02 -1.75
H 0.51 -1.12 -3.14
H 1.12 0.31 -2.34
H -0.61 0.39 -1.00
H -1.37 -0.87 -1.94
H -1.08 -0.91 0.81
H -1.01 -3.32 0.92
H -1.35 -3.44 -1.80
H -0.67 -4.77 -0.82
H 1.11 -4.70 -2.13
H 0.51 -3.30 -2.99
H 1.51 -4.07 2.13
H 0.13 -3.06 2.53
H 1.79 -2.56 3.05
P -1.69 1.22 1.61
P 0.69 2.59 -1.01
N -3.40 0.71 1.48
N -2.08 2.34 2.95
N -0.28 2.96 -2.45
N 1.69 4.03 -1.35
C -1.82 2.54 0.31
C -0.52 3.37 0.16
C -3.88 -0.49 2.02
C -5.20 -0.66 1.62
C -5.56 0.49 0.85
C -4.46 1.33 0.82
C -1.66 2.10 4.26
C -2.16 3.10 5.08
C -2.93 3.98 4.26
C -2.90 3.48 2.97
C -0.58 2.03 -3.45
C -1.58 2.53 -4.26
C -1.90 3.84 -3.77
C -1.10 4.08 -2.67
C 1.72 5.00 -2.35
C 2.57 6.03 -1.97
C 3.11 5.67 -0.69
C 2.57 4.45 -0.33
H -2.65 3.24 0.48
H -2.05 2.02 -0.63
H -0.77 4.39 -0.16
H 0.02 3.47 1.12
H -3.25 -1.12 2.64
H -5.83 -1.51 1.84
H -6.49 0.68 0.32
H -4.37 2.30 0.36
H -1.02 1.25 4.46
H -1.99 3.19 6.15
H -3.44 4.89 4.56
H -3.35 3.87 2.07
H -0.04 1.09 -3.52
H -2.07 1.98 -5.06
H -2.67 4.50 -4.14
H -1.03 4.97 -2.05
H 1.14 4.90 -3.27
H 2.77 6.94 -2.53
H 3.81 6.25 -0.09
H 2.72 3.82 0.53
S 3.72 -2.76 1.00
C 3.97 -4.45 0.89
C 4.12 -5.27 2.04
C 4.23 -6.66 1.93
C 4.21 -7.27 0.67
C 4.14 -6.47 -0.48
C 4.15 -5.08 -0.37
H 4.13 -4.79 3.02
H 4.32 -7.26 2.85
H 4.25 -8.36 0.58
H 4.07 -6.94 -1.47
H 4.29 -4.44 -1.24
*
```

Output
orbital gap (alpha / beta)	5.0 / 2.9	eV
LUMO energy (alpha / beta)	-7.22 / -9.29	eV
⟨S²⟩	4.15
HOMO (alpha / beta)	-12.23 / -12.23	eV

In the Mulliken picture, each atom carries the following charge in e: number 1, Tc, carries -0.157; number 2, C, carries 0.402; number 3, C, carries -0.780; number 4, C, carries -1.360; number 5, C, carries 2.496; number 6, C, carries -0.618; number 7, C, carries 0.192; number 8, C, carries -1.309; number 9, C, carries -1.374; number 10, C, carries -1.153; number 11, H, carries 0.186; number 12, H, carries 0.755; number 13, H, carries 0.295; number 14, H, carries 1.107; number 15, H, carries -1.779; number 16, H, carries 0.600; number 17, H, carries -0.519; number 18, H, carries 0.589; number 19, H, carries 0.293; number 20, H, carries 0.476; number 21, H, carries 0.436; number 22, H, carries 0.380; number 23, H, carries 0.365; number 24, H, carries 0.360; number 25, H, carries 0.432; number 26, P, carries 0.047; number 27, P, carries -0.171; number 28, N, carries 0.625; number 29, N, carries 0.481; number 30, N, carries 0.703; number 31, N, carries 0.365; number 32, C, carries -1.097; number 33, C, carries -1.412; number 34, C, carries -0.540; number 35, C, carries -0.682; number 36, C, carries -0.702; number 37, C, carries -0.170; number 38, C, carries -0.124; number 39, C, carries -0.653; number 40, C, carries -0.577; number 41, C, carries 0.026; number 42, C, carries -0.482; number 43, C, carries -0.744; number 44, C, carries -0.908; number 45, C, carries -0.581; number 46, C, carries -0.270; number 47, C, carries -0.680; number 48, C, carries -0.586; number 49, C, carries -0.399; number 50, H, carries 0.335; number 51, H, carries 0.960; number 52, H, carries 0.425; number 53, H, carries 0.723; number 54, H, carries 0.451; number 55, H, carries 0.454; number 56, H, carries 0.471; number 57, H, carries 0.363; number 58, H, carries 0.470; number 59, H, carries 0.464; number 60, H, carries 0.480; number 61, H, carries 0.437; number 62, H, carries 0.612; number 63, H, carries 0.457; number 64, H, carries 0.488; number 65, H, carries 0.541; number 66, H, carries 0.467; number 67, H, carries 0.438; number 68, H, carries 0.437; number 69, H, carries 0.330; number 70, S, carries -0.028; number 71, C, carries 0.578; number 72, C, carries -0.422; number 73, C, carries -0.412; number 74, C, carries -0.380; number 75, C, carries -0.533; number 76, C, carries -0.667; number 77, H, carries 0.432; number 78, H, carries 0.386; number 79, H, carries 0.403; number 80, H, carries 0.410; number 81, H, carries 0.646